# 1
{
  "formula": "C23H29N3O2",
  "method": "ωB97M-V with the def2-TZVPD basis set",
  "spin_multiplicity": 1,
  "total_energy_ev": -32885.832,
  "e_above_lowest_ev": 3.5228,
  "charge": 0,
  "e_homo_ev": -7.8267,
  "lumo_ev": 0.761,
  "smiles": "COCCN(Cc1cn(C)nc1-c1ccc(Oc2ccccc2)cc1)C(C)C",
  "species": ["C", "O", "C", "C", "N", "C", "C", "C", "N", "C", "N", "C", "C", "C", "C", "C", "O", "C", "C", "C", "C", "C", "C", "C", "C", "C", "C", "C", "H", "H", "H", "H", "H", "H", "H", "H", "H", "H", "H", "H", "H", "H", "H", "H", "H", "H", "H", "H", "H", "H", "H", "H", "H", "H", "H", "H", "H"],
  "positions_angstrom": [[-0.42446, -2.66791, 6.08991], [-0.65105, -1.98267, 4.88824], [0.50776, -1.86547, 4.09190], [0.12782, -1.08229, 2.81859], [0.87462, -1.35847, 1.61760], [0.57416, -2.64282, 1.01555], [-0.85124, -2.68003, 0.56349], [-1.77743, -3.67431, 0.78929], [-2.95365, -3.25304, 0.27995], [-4.20388, -3.95382, 0.26246], [-2.85130, -2.03998, -0.24640], [-1.58672, -1.66428, -0.09702], [-1.12584, -0.35398, -0.54087], [0.10938, -0.19317, -1.15972], [0.54326, 1.05380, -1.56205], [-0.26456, 2.16731, -1.35745], [0.14073, 3.44352, -1.66951], [0.83935, 3.67858, -2.82132], [1.69140, 4.77973, -2.82861], [2.38056, 5.11224, -3.97867], [2.23077, 4.35407, -5.12825], [1.37495, 3.26600, -5.12319], [0.67611, 2.92534, -3.97973], [-1.50379, 2.01704, -0.74446], [-1.92843, 0.76676, -0.34399], [2.25671, -0.92713, 1.52001], [3.26932, -1.73424, 2.34963], [2.38382, 0.56350, 1.82930], [0.32034, -2.15256, 6.71066], [-0.07433, -3.69273, 5.90639], [-1.37542, -2.69935, 6.61790], [1.29639, -1.35029, 4.66163], [0.87925, -2.86865, 3.83064], [0.17425, -0.01314, 3.02501], [-0.91846, -1.32516, 2.61396], [1.24076, -2.77923, 0.15774], [0.74337, -3.49676, 1.69477], [-1.67938, -4.62977, 1.26520], [-4.52028, -4.20181, 1.27755], [-4.94135, -3.29947, -0.19738], [-4.12399, -4.87453, -0.31964], [0.73251, -1.05365, -1.34270], [1.50988, 1.17208, -2.03100], [1.79502, 5.36136, -1.92578], [3.04113, 5.96668, -3.97605], [2.77360, 4.61310, -6.02466], [1.24262, 2.67715, -6.01905], [-0.00283, 2.08496, -3.98303], [-2.11637, 2.89157, -0.58767], [-2.89109, 0.64379, 0.12700], [2.52208, -1.06171, 0.46245], [4.28022, -1.45087, 2.06565], [3.15095, -2.80033, 2.16954], [3.14790, -1.54376, 3.41192], [3.35917, 0.91993, 1.50726], [2.28819, 0.75507, 2.89487], [1.61528, 1.11708, 1.29621]],
  "atomic_forces_ev_per_a": [[0.05, -0.02, 0.07], [-0.09, 0.15, -0.19], [0.02, 0.02, -0.19], [-0.05, 0.00, 0.33], [0.10, -0.21, -0.01], [-0.03, 0.01, 0.04], [-0.20, -0.21, -0.02], [0.18, 0.22, -0.13], [0.53, -0.03, 0.21], [-0.40, -0.24, -0.01], [-0.29, 0.58, -0.39], [-0.05, -0.72, 0.26], [-0.11, 0.36, -0.15], [-0.23, 0.07, 0.04], [0.13, 0.27, -0.02], [-0.20, -0.40, 0.18], [-0.06, 0.09, 0.17], [0.24, 0.17, -0.45], [-0.20, -0.20, 0.23], [0.02, -0.02, -0.05], [0.07, 0.03, -0.13], [0.06, 0.04, -0.03], [-0.20, -0.05, 0.24], [0.27, 0.33, -0.23], [0.15, -0.22, -0.03], [0.21, 0.15, 0.06], [-0.24, 0.08, -0.29], [-0.05, -0.29, -0.17], [-0.03, -0.03, 0.00], [-0.02, 0.03, 0.02], [0.05, -0.05, 0.07], [-0.03, -0.07, -0.05], [0.04, 0.06, 0.02], [-0.08, 0.02, 0.03], [0.02, 0.07, 0.07], [0.06, 0.00, 0.10], [0.08, 0.01, -0.12], [0.01, -0.20, 0.14], [0.00, 0.03, -0.06], [0.05, -0.05, 0.04], [-0.02, 0.07, 0.02], [0.11, -0.13, 0.01], [0.04, -0.01, -0.03], [0.01, 0.05, 0.11], [0.05, 0.07, 0.01], [0.04, 0.02, -0.07], [-0.02, -0.05, -0.06], [-0.02, -0.04, -0.01], [-0.06, 0.10, 0.01], [-0.09, 0.00, 0.07], [-0.01, 0.01, 0.06], [0.15, 0.00, 0.01], [0.04, -0.15, 0.01], [0.00, 0.01, 0.16], [0.11, 0.07, 0.02], [0.00, 0.07, 0.16], [-0.08, 0.12, -0.05]]
}

# 2
{
  "formula": "C23H29N3O4",
  "method": "ωB97M-V with the def2-TZVPD basis set",
  "spin_multiplicity": 1,
  "total_energy_ev": -36980.995,
  "e_above_lowest_ev": 3.0682,
  "charge": 0,
  "e_homo_ev": -8.5305,
  "lumo_ev": 0.461,
  "smiles": "CC(=O)c1cccc(OCc2cc(C(=O)N3CCC(N4CCCCC4)CC3)no2)c1",
  "species": ["C", "C", "O", "C", "C", "C", "C", "C", "O", "C", "C", "C", "C", "C", "O", "N", "C", "C", "C", "N", "C", "C", "C", "C", "C", "C", "C", "N", "O", "C", "H", "H", "H", "H", "H", "H", "H", "H", "H", "H", "H", "H", "H", "H", "H", "H", "H", "H", "H", "H", "H", "H", "H", "H", "H", "H", "H", "H", "H"],
  "positions_angstrom": [[-1.61140, -4.92042, 1.89444], [-1.46784, -5.08145, 3.38601], [-1.15920, -6.13378, 3.89646], [-1.67589, -3.85574, 4.20766], [-0.99884, -3.75959, 5.41927], [-1.10405, -2.61028, 6.18232], [-1.87441, -1.55262, 5.74249], [-2.57028, -1.64505, 4.53649], [-3.28469, -0.52760, 4.18822], [-4.03059, -0.52030, 3.00194], [-3.20104, -0.59522, 1.75864], [-1.87823, -0.84757, 1.53744], [-1.77043, -0.87243, 0.12184], [-0.53410, -1.30686, -0.58488], [0.12912, -2.19590, -0.07108], [-0.21676, -0.72945, -1.75458], [-0.87669, 0.40565, -2.35364], [0.02861, 1.63628, -2.26831], [1.37284, 1.34289, -2.96215], [2.31679, 2.44444, -3.00377], [2.61223, 3.08464, -1.73612], [3.88713, 3.91367, -1.87386], [3.69821, 4.97749, -2.94900], [3.27635, 4.29999, -4.24776], [2.03244, 3.44578, -4.01306], [2.00390, 0.10257, -2.31721], [1.03555, -1.07645, -2.39603], [-2.93634, -0.63995, -0.42649], [-3.82906, -0.46674, 0.57698], [-2.48476, -2.80482, 3.78035], [-1.02737, -4.07264, 1.53966], [-1.27305, -5.82798, 1.40123], [-2.65533, -4.75313, 1.63581], [-0.38595, -4.58858, 5.73730], [-0.57559, -2.53267, 7.12026], [-1.95660, -0.64049, 6.31192], [-4.58245, 0.42582, 3.01428], [-4.76672, -1.33975, 2.98763], [-1.09014, -1.00369, 2.24190], [-1.83168, 0.57959, -1.86064], [-1.07421, 0.16756, -3.40499], [-0.46516, 2.48392, -2.74562], [0.20054, 1.88130, -1.21849], [1.15946, 1.09121, -4.00958], [2.75814, 2.32028, -0.97231], [1.78961, 3.74802, -1.41167], [4.70665, 3.25176, -2.15675], [4.12917, 4.37503, -0.91485], [4.62215, 5.53938, -3.09600], [2.92233, 5.68022, -2.63451], [4.08252, 3.65333, -4.59681], [3.06920, 5.04313, -5.01967], [1.75624, 2.93999, -4.94162], [1.19381, 4.10318, -3.71775], [2.23286, 0.29316, -1.26835], [2.93369, -0.14047, -2.83037], [1.44282, -1.94904, -1.88284], [0.83319, -1.33341, -3.44098], [-3.03670, -2.90617, 2.86118]],
  "atomic_forces_ev_per_a": [[0.12, -0.28, -0.01], [-0.06, -0.11, -0.34], [0.04, 0.04, 0.03], [0.07, 0.23, 0.67], [-0.03, -0.14, -0.19], [-0.04, 0.03, -0.05], [-0.18, 0.09, -0.23], [0.17, -0.17, 0.27], [0.21, 0.01, 0.04], [-0.44, 0.03, -0.25], [1.09, -0.11, -0.03], [-0.66, 0.29, -0.02], [-0.83, 0.10, 0.72], [0.03, -0.16, -0.35], [0.01, 0.01, 0.28], [0.04, -0.12, -0.15], [-0.25, 0.56, 0.09], [0.12, -0.16, -0.38], [-0.04, -0.14, 0.34], [0.00, 0.03, -0.11], [0.31, -0.06, 0.09], [-0.25, 0.17, 0.11], [0.19, -0.20, -0.08], [-0.27, 0.18, 0.07], [0.20, 0.02, -0.22], [-0.26, 0.03, -0.31], [0.45, -0.23, 0.18], [0.56, -0.22, -0.97], [-0.31, 0.03, 0.70], [-0.13, -0.02, 0.00], [-0.01, 0.13, -0.06], [-0.02, -0.03, 0.02], [-0.12, 0.08, -0.06], [0.04, -0.07, 0.02], [0.05, 0.02, 0.08], [-0.01, 0.11, 0.08], [0.03, -0.20, -0.03], [0.09, 0.11, 0.02], [0.11, -0.09, 0.18], [0.16, 0.00, -0.21], [-0.06, 0.00, 0.04], [-0.04, 0.07, 0.02], [-0.03, 0.05, 0.06], [-0.01, -0.01, 0.05], [-0.08, 0.03, 0.04], [0.00, -0.06, 0.04], [0.05, -0.05, 0.05], [0.04, -0.01, 0.04], [-0.03, 0.08, 0.02], [-0.01, 0.08, 0.02], [0.02, -0.03, -0.08], [0.02, 0.00, -0.06], [-0.06, 0.01, 0.04], [-0.02, -0.02, -0.04], [0.04, -0.01, 0.07], [0.05, 0.01, -0.01], [-0.07, 0.09, -0.17], [0.00, -0.01, 0.03], [0.01, 0.03, -0.11]]
}

# 3
{
  "formula": "C23H29N3O5",
  "method": "ωB97M-V with the def2-TZVPD basis set",
  "spin_multiplicity": 1,
  "total_energy_ev": -39030.093,
  "e_above_lowest_ev": 0.8501,
  "charge": 0,
  "e_homo_ev": -8.1107,
  "lumo_ev": 0.418,
  "smiles": "CCCNC(=O)c1ccc(CNc2c(N3CCC(C(=O)OCC)CC3)c(=O)c2=O)cc1",
  "species": ["C", "C", "C", "N", "C", "O", "C", "C", "C", "C", "C", "N", "C", "C", "N", "C", "C", "C", "C", "O", "O", "C", "C", "C", "C", "C", "O", "C", "O", "C", "C", "H", "H", "H", "H", "H", "H", "H", "H", "H", "H", "H", "H", "H", "H", "H", "H", "H", "H", "H", "H", "H", "H", "H", "H", "H", "H", "H", "H", "H"],
  "positions_angstrom": [[-6.19480, -0.78194, 0.40657], [-4.71171, -0.46745, 0.26580], [-4.43587, 1.02181, 0.47808], [-3.02616, 1.33794, 0.51723], [-2.35315, 1.75022, -0.58123], [-2.87259, 1.89393, -1.67341], [-0.91894, 2.09551, -0.33890], [0.01069, 1.90192, -1.35544], [1.33138, 2.27062, -1.17929], [1.74175, 2.86699, 0.00775], [3.20435, 3.13814, 0.26042], [3.77732, 1.95206, 0.89097], [4.07361, 0.89782, 0.09680], [4.03552, -0.49352, 0.20757], [3.61202, -1.38052, 1.13293], [2.74142, -0.93790, 2.20219], [1.33854, -0.62800, 1.64896], [1.10804, -1.43696, 0.36740], [-0.37439, -1.53114, 0.04354], [-1.25676, -1.11680, 0.75394], [-0.55054, -2.14014, -1.11869], [-1.88204, -2.35903, -1.60026], [-2.21920, -1.39964, -2.73098], [1.72832, -2.83501, 0.51298], [3.26077, -2.71132, 0.67018], [4.60729, -0.67198, -1.14161], [4.90886, -1.62786, -1.81658], [4.58793, 0.83850, -1.28077], [4.78039, 1.65065, -2.15527], [0.80702, 3.07846, 1.01576], [-0.51155, 2.69743, 0.84734], [-6.77300, -0.21445, -0.31875], [-6.37743, -1.84060, 0.23915], [-6.54883, -0.52613, 1.40301], [-4.13642, -1.04264, 0.99526], [-4.37239, -0.74416, -0.73290], [-4.88381, 1.35186, 1.42109], [-4.86702, 1.59911, -0.34303], [-2.49477, 0.95130, 1.28218], [-0.31668, 1.46285, -2.28570], [2.04959, 2.10914, -1.96958], [3.34417, 3.98641, 0.93385], [3.74055, 3.31560, -0.67203], [3.36367, 1.73773, 1.79038], [3.18098, -0.07358, 2.70243], [2.69461, -1.75172, 2.92976], [0.57564, -0.89350, 2.38202], [1.22478, 0.43355, 1.42547], [1.57790, -0.94034, -0.48926], [-2.57919, -2.24866, -0.76492], [-1.89352, -3.39278, -1.95705], [-1.45588, -1.45377, -3.50302], [-2.28601, -0.37538, -2.37320], [-3.17584, -1.67772, -3.16451], [1.29171, -3.32121, 1.38782], [1.49346, -3.43671, -0.36351], [3.76557, -2.88942, -0.27833], [3.62577, -3.44051, 1.39982], [1.11373, 3.55306, 1.93823], [-1.22890, 2.88991, 1.63131]],
  "atomic_forces_ev_per_a": [[0.24, 0.00, -0.05], [-0.13, 0.22, 0.09], [-0.11, -0.19, -0.13], [-0.08, 0.00, 0.22], [0.01, 0.04, 0.27], [-0.06, -0.03, -0.27], [0.22, 0.12, -0.05], [-0.17, -0.07, 0.06], [0.03, 0.03, 0.05], [-0.03, 0.15, 0.05], [-0.24, 0.10, -0.08], [0.28, -0.14, 0.37], [0.03, -0.42, 0.26], [-0.11, 0.29, 0.37], [0.51, 0.31, -0.18], [-0.25, 0.25, 0.04], [0.03, -0.06, -0.12], [-0.23, -0.09, 0.14], [0.49, 0.22, 0.33], [-0.21, -0.03, 0.01], [0.17, -0.13, -0.37], [-0.56, -0.05, -0.14], [0.27, -0.15, 0.36], [0.03, 0.08, -0.14], [-0.07, -0.46, -0.12], [0.14, -0.71, -0.39], [-0.06, 0.34, 0.16], [-0.12, 0.50, -0.41], [0.06, -0.16, 0.21], [0.11, 0.07, -0.10], [-0.04, -0.10, -0.04], [-0.14, 0.04, -0.06], [-0.10, -0.07, 0.00], [-0.10, 0.01, 0.10], [0.07, -0.04, -0.06], [0.13, -0.03, -0.01], [-0.04, 0.00, -0.09], [-0.04, -0.01, 0.15], [0.10, 0.04, -0.12], [-0.06, -0.03, -0.11], [0.11, -0.02, -0.12], [0.00, -0.04, -0.11], [0.00, 0.05, 0.08], [0.07, -0.03, -0.19], [0.00, -0.10, 0.09], [0.06, 0.09, 0.01], [0.00, 0.05, 0.00], [-0.02, 0.02, 0.04], [-0.06, -0.01, 0.04], [0.10, -0.08, -0.14], [0.01, 0.12, 0.10], [0.04, -0.01, -0.12], [-0.05, 0.10, 0.00], [-0.12, -0.01, -0.06], [-0.05, -0.05, 0.01], [0.00, -0.07, 0.06], [-0.01, 0.00, 0.08], [-0.01, 0.02, -0.08], [0.03, 0.07, 0.09], [-0.08, 0.02, 0.05]]
}

# 4
{
  "formula": "C23H29N3O5",
  "method": "ωB97M-V with the def2-TZVPD basis set",
  "spin_multiplicity": 1,
  "total_energy_ev": -39030.925,
  "e_above_lowest_ev": 0.0181,
  "charge": 0,
  "e_homo_ev": -8.3384,
  "lumo_ev": 0.458,
  "smiles": "CCOCCCNC(=O)[C@H](NC(=O)CNC(=O)c1ccccc1)c1ccc(OC)cc1",
  "species": ["C", "C", "O", "C", "C", "C", "N", "C", "O", "C", "N", "C", "O", "C", "N", "C", "O", "C", "C", "C", "C", "C", "C", "C", "C", "C", "C", "O", "C", "C", "C", "H", "H", "H", "H", "H", "H", "H", "H", "H", "H", "H", "H", "H", "H", "H", "H", "H", "H", "H", "H", "H", "H", "H", "H", "H", "H", "H", "H", "H"],
  "positions_angstrom": [[-3.12100, -3.58465, -0.29444], [-1.84726, -2.74193, -0.27387], [-2.04209, -1.39960, -0.67544], [-2.34130, -1.24577, -2.04900], [-1.98505, 0.16742, -2.50528], [-0.47452, 0.37072, -2.64185], [0.21832, 0.18916, -1.38805], [0.91225, -0.93366, -1.12869], [1.13509, -1.79764, -1.95198], [1.54587, -1.01495, 0.27616], [0.80096, -0.31711, 1.29734], [0.07669, -0.93226, 2.24181], [0.03388, -2.13071, 2.42767], [-0.76311, 0.05673, 3.07145], [-1.98164, 0.38079, 2.35733], [-1.99823, 1.18511, 1.27827], [-0.99498, 1.77227, 0.88264], [-3.32244, 1.37186, 0.63044], [-4.28234, 0.36557, 0.57748], [-5.47964, 0.58720, -0.07810], [-5.73466, 1.81095, -0.67576], [-4.78114, 2.81468, -0.63120], [-3.57758, 2.59322, 0.01106], [2.94972, -0.47011, 0.15486], [3.16372, 0.87840, -0.09064], [4.44443, 1.38990, -0.21298], [5.54310, 0.54551, -0.09935], [6.84373, 0.93614, -0.20197], [7.12114, 2.29138, -0.45544], [5.33074, -0.81327, 0.13786], [4.05175, -1.31054, 0.26305], [-3.48021, -3.72732, -1.31106], [-3.90538, -3.10441, 0.28679], [-2.91115, -4.55816, 0.13916], [-1.45588, -2.68420, 0.74394], [-1.08409, -3.20927, -0.91181], [-3.41465, -1.42217, -2.21938], [-1.76928, -1.97652, -2.63688], [-2.45447, 0.35223, -3.47247], [-2.38669, 0.87990, -1.78374], [-0.27409, 1.38295, -3.00841], [-0.05636, -0.35482, -3.34409], [-0.10395, 0.77856, -0.63117], [1.57425, -2.07161, 0.55979], [0.70749, 0.68727, 1.21154], [-0.20027, 0.97857, 3.24194], [-1.02536, -0.40140, 4.02470], [-2.79850, -0.16946, 2.56490], [-4.08187, -0.60592, 1.00273], [-6.21783, -0.19980, -0.12672], [-6.67316, 1.97847, -1.18296], [-4.97364, 3.76696, -1.10227], [-2.81730, 3.35958, 0.04463], [2.32490, 1.55088, -0.19734], [4.56940, 2.44449, -0.40219], [6.74899, 2.93594, 0.34780], [8.20647, 2.36646, -0.50172], [6.69582, 2.61766, -1.41013], [6.19068, -1.45873, 0.21982], [3.90322, -2.36406, 0.44386]],
  "atomic_forces_ev_per_a": [[0.29, 0.33, -0.11], [-0.07, -0.35, 0.18], [-0.02, 0.17, 0.04], [-0.24, 0.18, -0.23], [0.30, -0.41, 0.20], [-0.20, 0.07, -0.24], [-0.06, 0.39, 0.00], [0.03, 0.11, 0.47], [0.07, -0.39, -0.17], [0.08, -0.32, -0.22], [0.34, 0.28, -0.39], [-0.25, 0.44, 0.47], [-0.04, -0.38, 0.09], [0.28, -0.09, -0.15], [-0.13, -0.25, 0.14], [-0.16, -0.06, 0.17], [0.08, 0.33, 0.00], [-0.29, 0.13, -0.28], [0.11, 0.13, 0.06], [-0.11, -0.05, 0.02], [-0.02, -0.01, -0.04], [-0.03, 0.03, -0.02], [0.16, -0.09, 0.15], [0.05, 0.02, 0.06], [0.03, -0.28, 0.09], [0.28, 0.21, -0.04], [-0.12, -0.18, 0.03], [-0.11, -0.30, 0.05], [0.03, 0.21, -0.04], [0.18, 0.19, -0.04], [-0.05, 0.15, -0.02], [-0.09, -0.07, -0.07], [-0.11, 0.02, 0.08], [-0.02, -0.14, 0.04], [0.02, -0.08, -0.13], [0.00, 0.07, 0.07], [0.12, -0.05, -0.01], [-0.04, -0.02, 0.02], [-0.05, 0.05, -0.02], [-0.11, 0.06, -0.06], [0.02, -0.11, -0.06], [-0.03, 0.16, 0.02], [0.05, -0.18, 0.03], [-0.03, 0.20, -0.13], [-0.07, -0.17, 0.19], [-0.08, -0.07, 0.05], [0.08, 0.02, -0.13], [0.00, 0.15, -0.02], [0.02, -0.11, 0.00], [-0.04, -0.07, -0.01], [-0.08, 0.01, -0.04], [-0.01, 0.08, -0.03], [0.07, 0.04, -0.01], [-0.08, 0.10, -0.04], [0.05, 0.09, -0.01], [0.00, -0.02, -0.04], [-0.08, 0.05, -0.01], [0.00, -0.01, 0.04], [0.11, -0.09, 0.01], [-0.02, -0.13, 0.02]]
}